{"formula": "C42H99N3O9", "method": "wB97M-V/def2-TZVPD", "elements": ["O", "O", "O", "O", "O", "O", "O", "O", "O", "N", "N", "N", "C", "C", "C", "C", "C", "C", "C", "C", "C", "C", "C", "C", "C", "C", "C", "C", "C", "C", "C", "C", "C", "C", "C", "C", "C", "C", "C", "C", "C", "C", "C", "C", "C", "C", "C", "C", "C", "C", "C", "C", "C", "C", "H", "H", "H", "H", "H", "H", "H", "H", "H", "H", "H", "H", "H", "H", "H", "H", "H", "H", "H", "H", "H", "H", "H", "H", "H", "H", "H", "H", "H", "H", "H", "H", "H", "H", "H", "H", "H", "H", "H", "H", "H", "H", "H", "H", "H", "H", "H", "H", "H", "H", "H", "H", "H", "H", "H", "H", "H", "H", "H", "H", "H", "H", "H", "H", "H", "H", "H", "H", "H", "H", "H", "H", "H", "H", "H", "H", "H", "H", "H", "H", "H", "H", "H", "H", "H", "H", "H", "H", "H", "H", "H", "H", "H", "H", "H", "H", "H", "H", "H"], "coordinates": [[-3.1233, 3.1068, -0.3393], [1.3158, 5.0330, 3.2387], [2.6314, -0.4791, -2.7462], [-1.7664, -1.5323, 4.2849], [-3.3684, -1.8357, -5.1881], [-3.0257, 3.5437, 2.4371], [0.7972, 1.3319, -1.4635], [2.8922, -3.2063, -3.2038], [-0.7219, 3.6669, -1.6909], [1.4223, 3.7329, 3.7423], [-2.0446, -2.3836, -5.1063], [-1.4361, -2.8691, 3.7296], [2.0680, -3.9433, -0.9925], [0.3037, 0.7488, -0.1950], [0.2906, -2.0063, -4.6568], [3.9280, 3.5746, 3.2671], [1.4619, -0.0447, 0.3752], [-0.0643, -4.8649, 2.1451], [0.1894, -4.6727, 3.6249], [0.7096, -2.5079, -6.0122], [-1.1222, -0.0602, -5.3783], [-4.3513, 1.7811, 3.3857], [-0.0411, -3.2692, 4.1450], [2.5692, 4.1885, 5.9335], [-3.3385, -2.8198, 2.2672], [-3.0534, 2.6136, 3.5416], [4.3551, 0.0368, -1.1948], [0.1215, 4.3015, 5.5942], [-2.7910, -4.0820, -6.6689], [4.2020, 1.2008, -3.4242], [-1.7498, -2.9732, -6.4588], [-1.1647, -1.9968, 1.3713], [-1.8621, -2.0134, -7.6802], [1.3789, 3.5771, 5.2359], [2.5284, 3.0013, 3.0556], [1.0469, -2.2505, 3.7483], [1.3269, 2.1292, 5.6676], [-0.3339, -3.5321, -6.4036], [2.2155, 3.0685, 1.5474], [-1.9746, 3.9098, -3.8356], [-1.3850, -1.0561, -3.1187], [2.4443, 1.3680, 4.9810], [-1.8441, 1.7926, 3.5645], [-3.5658, 0.8208, -0.4976], [0.6007, 3.6693, -3.7330], [3.1768, -3.8644, -2.0381], [2.4844, 1.5134, 3.4935], [-0.1282, -3.2972, 5.6803], [-0.6914, 4.1457, -3.0355], [-1.0760, -1.3293, -4.6180], [-1.4773, -4.4689, 1.7827], [-4.0900, 2.1803, -0.7893], [4.0019, -0.0389, -2.6378], [-1.8479, -2.9791, 2.2504], [2.0096, 0.2000, -2.3767], [3.4722, 3.5963, 5.8651], [1.2029, -4.9700, 3.9307], [-1.9722, 4.5360, -4.7386], [-2.3400, -0.5442, -3.0176], [-3.7611, -3.6685, -6.9034], [3.3301, 0.9506, 3.0275], [0.7367, -3.8036, 6.0490], [1.1986, 2.6104, 1.3801], [1.8125, -0.8580, -0.2335], [2.4165, 0.2703, 5.1782], [-3.8915, -2.4734, -4.6781], [-1.0312, -3.8375, 5.9976], [-3.5245, 0.5951, 0.5282], [-3.8135, -3.6464, 2.7682], [-0.1758, -2.2715, 5.9933], [-3.7447, -1.8524, 2.6058], [-2.0856, 2.8803, -4.1992], [4.0569, -0.8795, -0.7007], [2.3285, 4.3397, 6.9848], [5.4077, 0.2221, -1.0037], [-2.5506, 0.7909, -0.8843], [-1.6348, 3.4496, -1.4069], [-0.5899, 5.2641, -2.9882], [3.3421, 1.7634, 5.4356], [-3.6397, -2.9572, 1.2345], [4.5256, -0.8389, -3.1785], [3.4890, -4.8660, -2.2673], [4.6736, 3.1493, 2.5177], [0.5414, 2.5899, -3.9615], [-2.7950, 4.0963, -3.1508], [-0.5843, -0.3764, -2.8470], [0.9608, -1.2302, -4.2906], [-0.8302, -0.2338, -6.4115], [-4.2852, 1.2529, 2.4534], [-0.0867, -2.0303, 1.4823], [-0.5603, -5.3465, 4.0986], [-1.4352, -1.9417, -2.5403], [1.7028, -2.9548, -0.6428], [-2.4124, -4.6362, -7.5415], [-1.7643, 1.2568, 4.5006], [1.4617, -2.4274, 2.7759], [2.7673, -2.2437, -3.0563], [-5.2333, 2.4656, 3.3520], [-0.9725, 2.4088, 3.3899], [0.2492, 5.3609, 5.4883], [-1.0281, -1.3517, -7.7668], [4.3044, 3.2712, 4.2269], [1.8881, -2.2962, 4.4616], [-2.7008, -1.7243, 4.4420], [-0.4662, 0.6893, -5.0046], [-5.0724, 2.4021, -0.3782], [1.6323, 1.0309, 3.0364], [1.0563, -0.4437, 1.3149], [-1.8416, 1.0593, 2.7415], [2.3091, 0.6810, 0.5517], [-0.1048, 1.5767, 0.4040], [-2.0127, -2.5713, -8.5884], [-0.1618, -3.8894, -7.4196], [1.3956, 3.7114, -2.9952], [2.9605, 2.4729, 1.0028], [-2.7234, -1.4267, -7.4161], [2.1392, 4.0694, 1.1051], [1.9430, 5.6175, 3.6765], [2.7729, 5.1651, 5.4571], [5.2588, 1.4214, -3.6957], [0.2214, 2.0678, -1.8343], [2.4732, -4.5844, -0.2081], [-0.6772, 3.9346, 4.9813], [-0.2686, -4.4964, -5.8631], [0.8350, 4.2479, -4.6196], [-2.1584, 0.2330, -5.4365], [-3.1882, 3.2722, 0.6258], [0.5864, -4.1805, 1.5635], [0.4105, -2.8302, -3.9584], [-4.1612, 2.3923, -1.8250], [0.4092, 1.6817, 5.3666], [3.8008, 0.8682, -0.7818], [3.5759, 1.1577, -4.3151], [-1.2240, -2.2114, 0.2846], [-4.4733, 1.0984, 4.2519], [-4.1636, 0.0375, -0.9228], [0.1062, -5.8799, 1.7820], [3.8906, 4.6639, 3.1485], [1.3765, 2.0776, 6.7714], [-2.2681, -5.1585, 2.1569], [3.8557, 2.1395, -2.9294], [-1.5557, -0.9192, 1.4430], [-2.8349, -4.7397, -5.7972], [1.6705, -3.0014, -5.9653], [-2.0972, 3.7901, 2.3881], [-0.5355, 0.0745, -0.3471], [0.5468, -1.2735, 3.7317], [0.7667, -1.6658, -6.6693], [4.0713, -3.4389, -1.5355], [1.2031, -4.4780, -1.4667], [-0.0494, 4.0592, 6.6496], [-1.5536, -4.4459, 0.7030], [-3.1341, 3.2216, 4.4695]], "forces_ev_per_a": [[0.278, 1.044, 0.483], [-0.463, 0.134, 0.344], [-0.357, 0.605, 0.201], [0.166, -1.381, -1.066], [-0.162, 0.050, 0.445], [0.200, -0.300, 0.162], [-0.764, -0.111, 0.133], [-0.424, 0.743, -1.211], [-0.210, -0.639, -0.592], [0.930, -2.352, -0.069], [0.514, 0.362, -0.689], [0.261, -0.427, -0.712], [-0.845, -0.389, -1.052], [0.347, 0.619, -1.917], [0.754, 0.775, 0.466], [0.682, -0.406, -0.955], [-0.062, 1.829, 1.340], [0.346, 1.059, -0.613], [-0.508, -1.042, 0.207], [-0.593, -0.721, 0.838], [-0.457, -0.296, -1.567], [0.027, 1.225, 1.006], [-1.309, 0.851, 0.273], [0.194, 1.242, -0.098], [-0.608, -0.033, -1.111], [-2.384, 0.755, 0.334], [0.434, 0.171, 0.321], [0.142, -0.393, 1.591], [1.207, -0.118, -0.389], [0.241, 2.296, -0.468], [-0.023, 0.084, 0.518], [0.232, 2.009, -1.664], [-0.507, -0.356, 1.567], [0.137, 0.986, -0.981], [-0.256, -0.047, -1.251], [-0.381, -0.127, 0.499], [0.048, -0.474, -0.721], [-0.191, -1.051, -1.336], [-1.176, -0.647, -0.159], [0.581, -0.726, 0.086], [-0.162, 1.072, -1.812], [0.467, -1.376, 0.990], [0.833, -1.063, -0.750], [0.067, -0.379, -1.097], [-0.729, -1.010, 0.928], [0.890, 0.454, 1.732], [0.304, 0.677, -0.913], [-0.542, -0.298, -0.940], [0.525, 1.597, -0.755], [-0.792, -2.485, 1.343], [-1.133, 1.229, 0.634], [0.146, 0.572, 0.851], [-0.582, -1.158, -0.730], [0.827, -1.104, 2.086], [0.410, -0.379, -0.136], [-0.033, 0.057, 0.143], [-0.249, -0.105, -0.124], [-0.249, 0.080, 0.474], [-0.080, 0.166, -0.025], [-0.261, 0.034, -0.012], [-0.244, 0.615, 0.519], [0.691, -0.188, 0.536], [1.114, 0.419, 0.167], [-0.153, -0.193, -0.489], [-0.060, 0.754, 0.318], [0.201, 0.335, -0.150], [0.263, 0.194, -0.089], [0.107, 0.014, 1.573], [-0.132, -0.156, 0.654], [0.043, 0.341, 0.596], [0.404, -0.310, -0.071], [0.196, -0.034, 0.226], [0.028, -0.151, 0.204], [0.069, 0.174, 0.061], [0.243, -0.020, -0.126], [0.052, -0.309, -0.150], [0.195, 0.250, 0.100], [-0.101, -0.702, 0.191], [0.665, -0.379, -0.097], [-0.375, 0.275, -0.419], [0.205, 0.016, 0.388], [-0.034, -0.651, -0.393], [-1.099, 0.594, 0.694], [-0.154, 0.362, -0.314], [-0.458, 0.405, -0.290], [0.062, 0.036, 0.752], [0.383, -0.015, -0.047], [0.160, 0.224, 0.135], [-0.110, -0.504, -0.367], [-0.012, 0.274, 0.478], [0.623, 0.346, 0.259], [0.310, -0.957, 0.568], [0.407, -0.616, -0.026], [-0.436, -0.184, 0.238], [0.213, -0.176, 0.190], [0.214, -0.165, -0.639], [-0.147, -0.452, 0.154], [0.637, -0.542, 0.026], [0.543, 0.179, 0.309], [-0.179, 0.563, -0.071], [0.526, 0.130, -0.353], [0.349, 0.286, 0.354], [-0.410, 0.248, -0.162], [0.161, 0.445, 0.341], [0.313, 0.720, 0.642], [-0.157, -0.108, 0.319], [-0.658, 0.032, -0.002], [0.676, 0.064, 0.019], [-0.126, 0.047, 0.253], [-0.964, -1.202, 0.079], [0.495, -0.325, 0.214], [-0.095, -0.176, -0.330], [0.222, 0.102, -0.369], [0.355, 0.433, -0.037], [-0.175, 0.301, 0.038], [-0.585, 0.496, -0.547], [0.369, -0.144, 0.391], [0.445, 0.080, 0.223], [0.159, -0.163, 0.526], [-0.615, -0.461, 0.083], [0.469, -0.925, 1.252], [-0.320, 0.269, 0.395], [-0.563, -0.023, -0.195], [-0.040, 0.745, 0.537], [0.009, 0.012, -0.059], [-0.305, 0.666, 0.186], [-0.075, -0.267, -0.361], [0.003, -0.510, 0.154], [-0.486, -0.054, 0.285], [-0.173, -0.224, -1.258], [-1.078, -0.269, -0.180], [-0.120, 0.195, 0.296], [0.333, -0.187, -0.287], [-0.621, -0.234, 0.399], [0.084, 0.260, -0.612], [-0.266, -0.475, -0.563], [0.256, -0.002, 0.251], [0.328, -0.178, 0.144], [0.133, 0.029, -0.505], [0.678, 0.306, -0.001], [0.088, -0.716, 0.176], [0.670, -1.494, 0.353], [-0.055, 0.029, -0.102], [0.392, 0.103, 0.063], [0.142, 0.457, -0.244], [-0.154, -0.099, -0.511], [0.510, 0.015, 0.229], [0.084, 0.284, -0.845], [-0.157, 0.123, -0.129], [0.511, 0.441, 0.533], [-0.444, 0.290, -0.066], [-0.224, -0.118, -0.338], [0.073, -0.299, -0.357]], "lowdin_charge": [-0.107, -0.017, -0.112, -0.054, -0.054, -0.059, -0.138, -0.073, -0.072, -0.094, -0.060, -0.056, -0.085, -0.251, -0.154, -0.031, -0.075, -0.190, -0.143, -0.159, -0.023, -0.029, -0.514, -0.028, -0.047, -0.475, -0.045, -0.023, -0.042, -0.059, -0.508, -0.049, -0.022, -0.539, -0.491, -0.026, -0.123, -0.149, -0.030, -0.040, -0.009, -0.183, -0.069, -0.068, -0.047, -0.369, -0.133, -0.039, -0.467, -0.497, -0.115, -0.287, -0.483, -0.486, 0.073, 0.059, 0.130, 0.089, 0.072, 0.074, 0.142, 0.073, 0.077, 0.046, 0.118, 0.106, 0.094, 0.034, 0.081, 0.069, 0.085, 0.072, 0.075, 0.097, 0.090, 0.062, 0.058, 0.139, 0.091, 0.089, 0.144, 0.102, 0.113, 0.066, 0.069, 0.067, 0.103, 0.060, 0.045, 0.037, 0.133, 0.070, 0.057, 0.088, 0.085, 0.056, 0.045, 0.093, 0.060, 0.082, 0.049, 0.049, 0.093, 0.085, 0.071, 0.120, 0.090, 0.051, 0.083, 0.056, 0.101, 0.083, 0.114, 0.073, 0.070, 0.076, 0.090, 0.082, 0.093, 0.094, 0.062, 0.069, 0.065, 0.132, 0.082, 0.089, 0.065, 0.093, 0.117, 0.095, 0.093, 0.059, 0.083, 0.096, 0.090, 0.080, 0.118, 0.086, 0.140, 0.125, 0.088, 0.099, 0.087, 0.113, 0.092, 0.066, 0.078, 0.098, 0.110, 0.089, 0.100, 0.108, 0.142], "smiles": "CC1(C)CCCC(C)(C)N1O.CC1(C)CCCC(C)(C)N1O.CC1(C)CCCC(C)(C)N1O.CC(C)O.CC(C)O.CC(C)O.CCO.CCO.CCO", "relative_energy_kcal_mol": 18.57}